1.
One molecule with the formula CH2O2S, computed with ωB97M-V/def2-TZVPD.

Each line ends with the natural charge from an NBO analysis.
Positions of all 6 atoms, in Å:
C -0.36 0.01 0.08  -0.8397
O -2.18 1.88 0.03  -0.8601
O -1.28 1.45 2.22  -0.8486
S -1.17 1.28 0.82  2.0705
H 0.23 -0.64 0.85  0.2537
H 0.00 0.25 -0.82  0.2243

Values from the calculation:
structure (SMILES)	C=S(=O)=O
spin multiplicity	1
HOMO energy	-10.148	eV
gap between HOMO and LUMO	9.27	eV

2.
A 2-piece molecular cluster, CH2O2S overall, computed with ωB97M-V/def2-TZVPD.

Each line ends with the natural charge from an NBO analysis.
Positions of all 6 atoms, in Å:
C 0.77 0.17 0.17  -0.8174
O -1.58 1.18 0.04  -0.8514
O -1.43 -1.30 0.03  -0.8452
S -0.82 -0.02 -0.15  2.0290
H 1.79 -1.07 0.11  0.2512
H 1.26 1.04 -0.21  0.2338

Values from the calculation:
spin multiplicity	1
HOMO energy (spin up / spin down)	-10.302 / -10.301	eV
gap between HOMO and LUMO (spin up / spin down)	9.16 / 9.16	eV

3.
One molecule with the formula CH2O2S, computed with ωB97M-V/def2-TZVPD.

Each line ends with the natural charge from an NBO analysis.
Positions of all 6 atoms, in Å:
C 0.13 -0.12 0.06  0.6381
H 0.54 -0.59 1.82  0.5003
H -0.56 0.59 -2.00  0.1451
O -0.05 0.03 1.38  -0.6814
O 0.90 -0.89 -0.44  -0.5884
S -0.96 0.98 -0.81  -0.0137

Values from the calculation:
structure (SMILES)	O=C(O)S
spin multiplicity	1
HOMO energy	-10.366	eV
gap between HOMO and LUMO	10.93	eV

4.
One molecule with the formula CH2O2S, computed with ωB97M-V/def2-TZVPD.

Each line ends with the natural charge from an NBO analysis.
Positions of all 6 atoms, in Å:
C -0.03 -0.07 -0.28  0.4502
H -0.14 -2.09 -0.05  0.5083
H -0.78 1.57 -0.93  0.5037
O -0.43 -1.33 -0.63  -0.6741
O -0.59 0.65 -1.30  -0.6589
S 0.58 0.40 1.13  -0.1293

Values from the calculation:
structure (SMILES)	OC(O)=S
spin multiplicity	1
HOMO energy	-9.456	eV
gap between HOMO and LUMO	9.80	eV

Stability check: which of them is most stable? 3.